1.
A cluster of 2 separate species, F2H4N2P in total. Source: the OMol25 dataset; level of theory: the ωB97M-V functional and the def2-TZVPD basis.

```
9
Properties=species:S:1:pos:R:3
N -2.233 -1.240 -0.214
N 2.416 0.896 -0.023
F 1.193 -1.393 -0.821
F 1.793 -0.877 1.403
P 1.139 -0.147 0.116
H -2.931 -1.040 0.448
H -2.429 -0.752 -1.065
H 2.815 1.182 -0.947
H 2.907 1.137 0.844
```

Output
- net charge = +1
- frontier orbital gap (spin up / spin down) (eV) = 4.6 / 4.8
- calculated total energy (Eh) = -652.58866
- spin multiplicity = 1

---

2.
A structure of composition F2HLiO2P. Source: the OMol25 dataset; level of theory: the ωB97M-V functional and the def2-TZVPD basis.

```
7
Properties=species:S:1:pos:R:3
H 0.089 -1.566 0.546
P -0.502 0.146 -0.307
F -1.405 1.259 0.300
F -0.162 0.569 -1.769
O -0.946 -1.322 -0.112
O 0.806 -0.052 0.476
Li 2.119 0.967 0.866
```

Output
- net charge = +1
- frontier orbital gap (eV) = 12.3
- calculated total energy (Eh) = -699.57760
- spin multiplicity = 1

---

3.
A structure of composition F2HOPTm. Source: the OMol25 dataset; level of theory: the ωB97M-V functional and the def2-TZVPD basis.

```
6
Properties=species:S:1:pos:R:3
O 1.869 -1.361 -2.057
P 1.135 -0.020 -1.502
H 1.687 -2.201 -1.611
F -0.938 -0.736 -1.582
F 1.207 1.417 -0.693
Tm -1.401 -0.944 0.649
```

Output
- net charge = +1
- frontier orbital gap (spin up / spin down) (eV) = 5.0 / 6.3
- calculated total energy (Eh) = -1701.77573
- spin multiplicity = 3
- ⟨S²⟩ = 2.008